ORCA calculation (ωB97M-V/def2-TZVPD) on C7H12N2 in the gas phase in a non-equilibrium geometry.

net charge: 0
energy relative to the best compared isomer or geometry (same formula, charge and spin): 169.6 kcal per mole
maximum force: 0.1470 hartree/bohr

Geometry (Å):
C (1.76, 1.94, 0.01)
C (1.16, 0.63, -0.18)
C (1.19, -0.42, -1.03)
C (0.24, -1.48, -0.42)
C (0.33, -0.18, 0.93)
C (-0.79, -0.72, 0.13)
C (-1.80, 0.13, -0.67)
H (2.15, 2.30, 1.23)
H (0.72, 2.66, 0.05)
H (2.77, 2.21, -0.62)
H (1.67, -0.35, -1.97)
H (0.30, -2.36, -0.92)
H (0.80, -2.22, 1.44)
H (0.12, 0.30, 1.99)
H (-1.35, -1.42, 0.72)
H (-1.22, 0.51, -1.53)
H (-2.58, -0.43, -1.18)
H (-3.57, 0.48, 0.43)
H (-1.86, 1.18, 1.25)
N (1.01, -1.44, 0.74)
N (-2.50, 1.12, 0.19)

ORCA calculation (ωB97M-V/def2-TZVPD) on C7H12N2 in the gas phase in a non-equilibrium geometry.

net charge: 0
energy relative to the best compared isomer or geometry (same formula, charge and spin): 47.2 kcal per mole
maximum force: 0.0462 hartree/bohr

Geometry (Å):
C (-0.51, -1.10, -1.64)
C (-0.34, -0.74, -0.38)
C (-0.88, -1.56, 0.76)
C (0.73, 0.45, -0.03)
C (1.58, 0.08, 1.19)
N (1.55, 0.74, -1.18)
C (-0.17, 1.62, 0.26)
C (-1.44, 1.46, -0.01)
N (-2.60, 1.65, -0.35)
H (-0.12, -0.51, -2.45)
H (-1.07, -1.99, -1.91)
H (-1.63, -2.26, 0.40)
H (-0.09, -2.14, 1.23)
H (-1.32, -0.91, 1.51)
H (0.95, -0.07, 2.07)
H (2.27, 0.89, 1.40)
H (2.14, -0.84, 1.00)
H (2.19, -0.01, -1.40)
H (1.91, 1.68, -1.19)
H (0.22, 2.49, 0.76)
H (-3.38, 1.07, -0.05)

ORCA calculation (ωB97M-V/def2-TZVPD) on C7H12N2 in the gas phase in a non-equilibrium geometry.

net charge: 0
energy relative to the best compared isomer or geometry (same formula, charge and spin): 106.0 kcal per mole
maximum force: 0.0798 hartree/bohr

Geometry (Å):
C (2.95, -0.52, 0.26)
C (1.52, -0.15, -0.25)
C (1.13, 1.20, -0.16)
C (-0.27, 1.46, -0.43)
N (-1.47, 1.94, 0.19)
C (-1.09, 0.52, 0.42)
C (-1.12, -0.76, -0.29)
N (-2.06, -1.74, 0.21)
C (0.40, -1.28, -0.13)
H (2.86, -0.92, 1.46)
H (3.42, 0.47, 0.33)
H (3.42, -1.37, -0.35)
H (1.92, 1.89, -0.11)
H (-0.59, 1.23, -1.46)
H (-1.38, 2.61, 0.95)
H (-0.79, 0.21, 1.47)
H (-1.26, -0.59, -1.34)
H (-2.19, -2.62, -0.36)
H (-2.83, -1.12, 0.23)
H (0.42, -2.08, -0.89)
H (0.59, -1.93, 0.78)

ORCA calculation (ωB97M-V/def2-TZVPD) on a gas-phase ion, C7H12N2 (charge +2) in a non-equilibrium geometry.

net charge: +2
energy relative to the best compared isomer or geometry (same formula, charge and spin): 3.9 kcal per mole
maximum force: 0.0754 hartree/bohr

Geometry (Å):
C (-2.30, 1.17, -0.02)
C (-2.39, -0.20, -0.02)
C (-0.22, 0.35, 0.00)
C (1.19, 0.39, 0.03)
C (1.84, 1.70, 0.10)
C (2.07, -0.80, -0.01)
C (-0.91, -2.13, 0.02)
N (-0.98, 1.46, -0.02)
N (-1.10, -0.72, 0.04)
H (-3.16, 1.85, 0.02)
H (-3.35, -0.81, -0.18)
H (1.92, 1.96, 1.30)
H (1.05, 2.42, -0.20)
H (2.71, 1.82, -0.53)
H (1.81, -1.45, -0.81)
H (1.93, -1.49, 0.87)
H (3.00, -0.43, -0.23)
H (-0.43, -2.38, -0.94)
H (-0.12, -2.45, 0.80)
H (-1.91, -2.71, 0.13)
H (-0.65, 2.45, -0.35)